*one*
C26H44BrN3OP2Pt as an isolated structure, computed with ωB97M-V/def2-TZVPD.

Atoms and positions in Å:
1 N 0.820 -4.718 -6.559
2 C 1.343 -4.975 -5.366
3 C 1.157 -4.123 -4.272
4 C 0.332 -2.971 -4.413
5 C -0.231 -2.743 -5.696
6 C 0.063 -3.633 -6.739
7 C 0.033 -2.136 -3.264
8 Pt -1.222 0.012 -2.071
9 P -2.901 0.475 -0.626
10 C -1.303 -1.801 -2.894
11 C -1.748 -2.298 -1.466
12 C -3.104 -2.413 -1.214
13 C -3.576 -2.377 0.170
14 C -2.701 -3.274 1.174
15 C -1.281 -3.277 0.708
16 C -0.833 -2.809 -0.478
17 Br -2.747 -2.446 2.904
18 H 0.826 -1.935 -2.536
19 H -2.103 -1.915 -3.650
20 H 1.584 -4.383 -3.318
21 H -0.875 -1.880 -5.884
22 H 1.931 -5.883 -5.261
23 H -0.332 -3.461 -7.747
24 H -3.831 -2.156 -1.980
25 H 0.248 -2.787 -0.652
26 H -4.611 -2.750 0.211
27 H -0.562 -3.689 1.429
28 P -0.161 1.932 -2.482
29 C -3.567 -0.885 0.594
30 C -4.851 -0.656 1.387
31 H -2.641 -0.714 1.192
32 H -3.114 -4.294 1.120
33 H -4.944 -1.447 2.135
34 H -4.854 0.298 1.921
35 H -5.758 -0.732 0.769
36 C -4.517 1.317 -1.009
37 C -5.383 2.111 -0.015
38 H -5.114 0.477 -1.398
39 H -4.315 1.949 -1.880
40 H -6.396 2.158 -0.441
41 H -5.491 1.638 0.960
42 H -5.042 3.141 0.151
43 C -2.103 1.633 0.594
44 C -2.674 2.067 1.944
45 H -1.998 2.535 -0.024
46 H -1.103 1.207 0.757
47 H -2.346 3.097 2.127
48 H -3.761 2.058 2.013
49 H -2.283 1.460 2.773
50 C 0.499 2.632 -0.921
51 C 1.524 3.767 -0.973
52 H 0.871 1.782 -0.335
53 H -0.378 3.004 -0.387
54 H 2.557 3.432 -1.144
55 H 1.297 4.520 -1.741
56 H 1.530 4.272 -0.002
57 C -1.120 3.322 -3.210
58 C -1.954 3.021 -4.460
59 H -0.397 4.126 -3.424
60 H -1.775 3.671 -2.395
61 H -1.349 3.024 -5.377
62 H -2.482 2.059 -4.404
63 H -2.698 3.819 -4.584
64 C 1.388 1.777 -3.403
65 C 2.402 0.873 -2.711
66 H 1.773 2.790 -3.507
67 H 1.140 1.439 -4.405
68 H 2.823 0.142 -3.413
69 H 3.251 1.435 -2.300
70 H 1.991 0.281 -1.878
71 N 2.623 -1.515 2.523
72 C 2.601 -0.878 1.305
73 N 3.248 0.343 1.364
74 O 2.055 -1.317 0.299
75 H 2.966 -1.030 3.344
76 H 2.168 -2.415 2.616
77 H 3.557 0.713 0.468
78 H 3.851 0.511 2.155

Calculated values
⟨S²⟩ = 6.0749
spin multiplicity = 5
total charge = +4



*two*
C26H44BrN3OP2Pt as an isolated structure, computed with ωB97M-V/def2-TZVPD.

Atoms and positions in Å:
1 N -6.580 4.992 -4.107
2 C -6.238 5.352 -2.871
3 C -5.306 4.665 -2.083
4 C -4.695 3.494 -2.618
5 C -5.083 3.085 -3.920
6 C -6.020 3.883 -4.610
7 C -3.670 2.803 -1.848
8 Pt 0.965 -0.361 0.126
9 P 3.112 -0.704 0.505
10 C -2.841 1.820 -2.269
11 C -1.569 1.699 -1.591
12 C -0.419 1.398 -2.346
13 C 0.836 1.451 -1.697
14 C 0.770 1.612 -0.288
15 C -0.282 2.182 0.418
16 C -1.510 2.066 -0.225
17 Br 1.796 0.214 2.973
18 H -3.522 3.255 -0.865
19 H -3.030 1.341 -3.241
20 H -5.051 5.049 -1.103
21 H -4.655 2.183 -4.381
22 H -6.729 6.241 -2.490
23 H -6.312 3.579 -5.608
24 H -0.565 1.232 -3.430
25 H -2.468 2.250 0.272
26 H 1.782 1.256 -2.201
27 H -0.125 2.571 1.414
28 P -0.288 -2.095 0.294
29 C 3.751 1.010 0.865
30 C 5.183 1.369 0.515
31 H 3.542 1.134 1.949
32 H 3.059 1.706 0.353
33 H 5.344 2.413 0.824
34 H 5.961 0.794 1.024
35 H 5.397 1.343 -0.557
36 C 3.739 -1.009 -1.215
37 C 5.050 -1.790 -1.389
38 H 3.836 0.040 -1.546
39 H 2.940 -1.460 -1.835
40 H 5.151 -2.021 -2.463
41 H 5.924 -1.199 -1.109
42 H 5.118 -2.771 -0.891
43 C 3.985 -2.034 1.435
44 C 5.099 -1.591 2.408
45 H 4.504 -2.602 0.627
46 H 3.263 -2.777 1.831
47 H 5.030 -2.131 3.368
48 H 6.073 -1.849 1.973
49 H 5.109 -0.508 2.576
50 C -0.257 -3.094 1.797
51 C -1.239 -4.258 1.628
52 H -0.463 -2.433 2.659
53 H 0.786 -3.431 1.940
54 H -2.233 -3.998 2.002
55 H -1.337 -4.559 0.577
56 H -0.883 -5.132 2.180
57 C 0.449 -3.088 -1.046
58 C -0.232 -2.854 -2.408
59 H 0.428 -4.142 -0.728
60 H 1.514 -2.781 -1.110
61 H -1.218 -3.349 -2.473
62 H -0.368 -1.777 -2.627
63 H 0.405 -3.294 -3.193
64 C -1.923 -1.507 -0.177
65 C -2.740 -1.057 1.037
66 H -2.436 -2.281 -0.765
67 H -1.790 -0.630 -0.840
68 H -3.634 -0.510 0.699
69 H -3.081 -1.905 1.648
70 H -2.172 -0.359 1.679
71 N -0.301 1.479 4.953
72 C -1.092 0.679 4.137
73 N -1.249 -0.591 4.676
74 O -1.541 1.053 3.042
75 H 0.299 0.905 5.553
76 H 0.287 2.072 4.379
77 H -1.908 -1.154 4.159
78 H -1.431 -0.580 5.667

Calculated values
⟨S²⟩ = 6.1226
spin multiplicity = 5
total charge = +4



On energetic grounds, *two* is preferred over the next structure by 6.1 kcal/mol.



*one*
An isolated ion of composition C2FO4S and charge -1, computed with ωB97M-V/def2-TZVPD.

Atoms and positions in Å:
1 C 1.376 -0.245 -0.274
2 C 0.130 0.596 0.276
3 O 1.125 -0.114 1.038
4 O 2.009 -0.877 -1.061
5 O -1.365 -1.432 0.553
6 O -1.895 0.097 -1.240
7 F 0.289 2.006 0.509
8 S -1.669 -0.030 0.199

Calculated values
total charge = -1



*two*
An isolated ion of composition C2FO4S and charge -1, computed with ωB97M-V/def2-TZVPD.

Atoms and positions in Å:
1 C -1.207 -0.940 0.295
2 C 0.093 -0.265 -0.415
3 O -0.032 -1.467 0.567
4 O -2.369 -0.933 0.440
5 O 0.496 1.344 1.447
6 O 1.275 1.983 -0.888
7 F 0.396 -0.706 -1.710
8 S 1.348 0.984 0.264

Calculated values
total charge = -1



On energetic grounds, *one* is preferred over the next structure by 1.3 kcal/mol.



*one*
A 2-piece molecular cluster, C2H5BrO overall, computed with ωB97M-V/def2-TZVPD.

Atoms and positions in Å:
1 C 0.866 -0.560 -0.452
2 C -0.325 0.074 0.123
3 O -0.195 0.932 1.207
4 Br -2.024 -0.657 0.182
5 H 1.322 -1.037 0.503
6 H 0.486 -1.112 -1.244
7 H 1.639 0.280 -0.678
8 H -0.954 1.236 -1.561
9 H -0.814 0.845 1.921



*two*
One molecule with the formula C2H5BrO, computed with ωB97M-V/def2-TZVPD.

Atoms and positions in Å:
1 O 0.718 1.767 0.396
2 C 0.521 0.192 0.439
3 C -0.810 -0.194 -0.301
4 Br -2.199 -0.761 1.038
5 H 0.032 2.164 0.904
6 H 1.269 -0.223 -0.320
7 H 0.784 -0.110 1.474
8 H -0.722 -1.000 -0.996
9 H -1.003 0.800 -0.826

Calculated values
SMILES = OCCBr



On energetic grounds, *two* is preferred over the next structure by 78.6 kcal/mol.



*one*
C14H22ClF3NO7Se2W as an isolated structure, computed with ωB97M-V/def2-TZVPD.

Atoms and positions in Å:
1 W 0.054 -0.139 -0.087
2 C -1.290 -0.139 1.903
3 C -2.010 0.497 0.864
4 C -1.322 1.691 0.525
5 C -0.169 1.773 1.337
6 C -0.153 0.645 2.187
7 H -1.521 -1.096 2.337
8 H -2.915 0.139 0.404
9 H -1.628 2.428 -0.198
10 H 0.580 2.544 1.314
11 H 0.622 0.402 2.893
12 O -1.139 4.810 -0.977
13 C 0.142 4.287 -1.261
14 C 0.197 3.419 -2.536
15 C 0.262 4.369 -3.746
16 O -0.838 5.272 -3.776
17 C -1.050 2.544 -2.678
18 Se -0.999 0.618 -2.304
19 C 1.463 2.571 -2.571
20 Se 1.895 1.526 -0.974
21 H -1.382 5.387 -1.714
22 H 0.429 3.695 -0.397
23 H 0.887 5.087 -1.350
24 H 0.329 3.800 -4.679
25 H 1.159 4.985 -3.664
26 H -1.546 4.914 -4.321
27 H -1.350 2.491 -3.729
28 H -1.893 2.971 -2.140
29 H 2.349 3.208 -2.653
30 H 1.446 1.911 -3.438
31 F -2.700 -1.384 -1.304
32 C -1.557 -1.752 -0.708
33 F -1.946 -2.406 0.411
34 F -1.008 -2.684 -1.516
35 O 1.788 -1.753 2.925
36 Cl 1.822 -1.789 1.523
37 O 2.745 -2.693 0.988
38 O 0.445 -2.049 0.985
39 O 2.036 -0.410 0.973
40 C 2.316 -2.708 -4.438
41 N 2.280 -2.337 -3.027
42 C 3.400 -2.739 -2.174
43 C 1.282 -1.662 -2.536
44 O 1.231 -1.362 -1.310
45 H 2.558 -3.766 -4.522
46 H 3.074 -2.124 -4.959
47 H 1.343 -2.536 -4.890
48 H 4.249 -2.972 -2.810
49 H 3.130 -3.616 -1.588
50 H 3.657 -1.926 -1.500
51 H 0.495 -1.356 -3.223

Calculated values
total charge = +1



*two*
C14H22ClF3NO7Se2W as an isolated structure, computed with ωB97M-V/def2-TZVPD.

Atoms and positions in Å:
1 W -0.242 -1.654 -0.515
2 C 1.031 -3.685 -0.176
3 C 0.322 -3.816 -1.372
4 C -1.062 -3.777 -1.068
5 C -1.202 -3.660 0.338
6 C 0.091 -3.584 0.886
7 H 2.104 -3.668 -0.064
8 H 0.756 -3.865 -2.357
9 H -1.854 -3.840 -1.794
10 H -2.120 -3.595 0.897
11 H 0.324 -3.496 1.935
12 O 1.177 -1.045 3.379
13 C 1.074 0.338 3.712
14 C 0.760 1.180 2.477
15 C 0.980 2.654 2.838
16 O 0.742 3.445 1.683
17 C 1.743 0.828 1.362
18 Se 1.763 -1.049 0.871
19 C -0.685 1.025 2.001
20 Se -1.463 -0.747 1.681
21 H 0.261 -1.348 3.223
22 H 2.041 0.625 4.128
23 H 0.312 0.485 4.483
24 H 2.003 2.791 3.204
25 H 0.289 2.927 3.644
26 H 1.153 4.307 1.802
27 H 2.774 1.023 1.666
28 H 1.538 1.387 0.453
29 H -0.850 1.632 1.114
30 H -1.359 1.401 2.775
31 F -2.884 -2.036 -2.196
32 C -2.559 -1.448 -1.021
33 F -2.975 -0.179 -1.138
34 F -3.386 -2.026 -0.108
35 O 0.082 -1.945 -4.908
36 Cl 0.772 -1.379 -3.790
37 O 1.930 -2.160 -3.415
38 O -0.317 -1.588 -2.612
39 O 1.660 -0.940 -0.886
40 C 0.500 3.364 -2.613
41 N -0.321 2.389 -1.905
42 C -1.676 2.771 -1.499
43 C 0.134 1.201 -1.619
44 O -0.586 0.373 -0.986
45 H 0.653 4.242 -1.987
46 H 0.000 3.663 -3.533
47 H 1.464 2.924 -2.859
48 H -1.905 3.740 -1.932
49 H -1.740 2.833 -0.413
50 H -2.388 2.029 -1.849
51 H 1.141 0.955 -1.943

Calculated values
total charge = +1



On energetic grounds, *two* is preferred over the next structure by 41.3 kcal/mol.



*one*
A 6-piece molecular cluster, CH12O4S2 overall, computed with ωB97M-V/def2-TZVPD.

Atoms and positions in Å:
1 C -0.845 1.407 0.583
2 S -1.951 0.932 -0.766
3 S 2.346 0.119 1.178
4 H -1.225 1.894 1.458
5 H -0.184 0.594 0.944
6 H -0.229 2.245 0.241
7 H 3.614 0.541 1.207
8 H -3.075 -0.771 0.104
9 H -4.234 -1.402 0.963
10 O -3.377 -1.588 0.599
11 H -0.759 -0.780 -1.884
12 H 0.544 -0.031 -1.809
13 O 0.230 -0.907 -2.090
14 H 3.044 1.837 -2.262
15 H 2.554 0.894 -1.201
16 O 2.359 1.245 -1.995
17 H 0.836 -1.520 1.976
18 H 0.321 -2.702 1.045
19 O 0.032 -2.006 1.711



*two*
A 6-piece molecular cluster, CH12O4S2 overall, computed with ωB97M-V/def2-TZVPD.

Atoms and positions in Å:
1 C -0.012 -1.334 0.716
2 S 0.028 -0.111 2.011
3 S 0.222 -0.373 -2.594
4 H -0.875 -1.453 0.073
5 H 0.153 -2.374 1.101
6 H 0.934 -1.158 0.125
7 H -0.055 -0.179 -3.891
8 H 1.306 1.575 2.095
9 H 2.485 2.115 3.056
10 O 1.586 2.290 2.733
11 H -2.137 1.848 -0.175
12 H -1.490 0.901 -1.332
13 O -2.299 1.143 -0.874
14 H 1.228 -2.876 -2.273
15 H 0.220 -4.036 -2.903
16 O 1.050 -3.902 -2.329
17 H -0.309 3.025 1.924
18 H -0.876 1.595 1.420
19 O -0.901 2.565 1.197



On energetic grounds, *one* is preferred over the next structure by 4.1 kcal/mol.



*one*
A 2-piece molecular cluster, C8H17IN overall, computed with ωB97M-V/def2-TZVPD.

Atoms and positions in Å:
1 C 1.174 1.505 -0.504
2 C 0.160 1.130 0.231
3 C 3.637 1.949 -0.590
4 C -0.739 -1.043 -1.528
5 C -3.032 -1.568 0.772
6 C -0.683 -1.857 1.116
7 C 2.271 2.441 -0.150
8 C -1.352 -0.157 -0.465
9 N -1.699 -0.833 0.774
10 I -0.309 1.696 2.163
11 H 1.142 1.000 -1.486
12 H 3.642 1.556 -1.530
13 H 4.539 2.511 -0.524
14 H 3.833 0.953 0.017
15 H -1.005 -2.084 -1.605
16 H 0.269 -1.184 -1.430
17 H -0.804 -0.539 -2.484
18 H -3.430 -1.843 -0.260
19 H -3.041 -2.477 1.408
20 H -3.718 -0.835 1.351
21 H -0.862 -2.487 2.012
22 H -0.691 -2.660 0.445
23 H 0.203 -1.415 1.038
24 H 2.179 3.307 -0.779
25 H 2.120 2.655 0.870
26 H -2.123 0.535 -0.588
27 H -1.680 -0.256 1.722

Calculated values
total charge = +1



*two*
C8H17IN as an isolated structure, computed with ωB97M-V/def2-TZVPD.

Atoms and positions in Å:
1 C -0.732 0.145 0.540
2 C 0.218 -0.960 -0.139
3 C 1.291 0.125 -0.298
4 C -1.462 -0.347 1.766
5 C -0.290 -1.534 -1.408
6 C 0.620 -2.127 0.795
7 C 1.097 0.928 -2.077
8 C 0.335 2.502 0.664
9 N 0.455 1.014 0.744
10 I 3.319 -0.061 0.120
11 H -1.515 0.608 -0.091
12 H -0.825 -0.784 2.546
13 H -2.189 -1.187 1.481
14 H -1.924 0.519 2.249
15 H -1.238 -1.966 -1.310
16 H 0.384 -2.394 -1.882
17 H -0.413 -0.652 -2.098
18 H 1.096 -3.028 0.335
19 H -0.410 -2.441 1.301
20 H 1.296 -1.731 1.616
21 H 1.835 1.678 -2.051
22 H 0.195 1.509 -2.226
23 H 1.235 0.001 -2.651
24 H -0.719 2.656 0.843
25 H 0.925 2.960 1.519
26 H 0.692 2.987 -0.315
27 H 0.745 0.823 1.755

Calculated values
total charge = +1



*three*
A 2-piece molecular cluster, C8H17IN overall, computed with ωB97M-V/def2-TZVPD.

Atoms and positions in Å:
1 C -1.014 1.186 -0.331
2 C 1.604 -0.531 0.528
3 C -0.312 2.493 -0.547
4 C -3.104 2.219 0.988
5 C 2.584 -2.349 -1.141
6 C 2.137 -2.755 1.264
7 C -2.298 0.642 -0.891
8 C -2.192 1.050 0.612
9 N 1.747 -1.975 0.067
10 I 3.036 0.694 -0.250
11 H 0.677 2.555 -1.182
12 H -0.912 3.191 -1.031
13 H -0.002 2.663 0.467
14 H -2.810 3.195 0.714
15 H -4.023 1.923 0.547
16 H -3.253 2.367 2.078
17 H 2.231 -1.794 -2.071
18 H 3.622 -2.072 -0.943
19 H 2.457 -3.429 -1.336
20 H 1.802 -2.014 1.993
21 H 1.609 -3.616 1.186
22 H 3.208 -2.909 1.124
23 H -2.803 1.363 -1.627
24 H -2.390 -0.339 -1.178
25 H -0.188 0.463 -0.120
26 H -2.232 0.165 1.187
27 H 0.818 -2.386 -0.109

Calculated values
total charge = +1



On energetic grounds, *two* is preferred over the next structure by 30.8 kcal/mol.



*one*
A 4-piece molecular cluster, C3H14NO4 overall, computed with ωB97M-V/def2-TZVPD.

Atoms and positions in Å:
1 O 0.889 -1.867 0.319
2 C 1.322 -1.232 1.240
3 C 0.746 0.165 1.528
4 N -0.011 0.690 0.324
5 C -0.085 2.146 0.437
6 H 2.161 -1.549 1.864
7 H 0.025 0.105 2.358
8 H 1.547 0.866 1.755
9 H 0.481 0.254 -0.482
10 H -0.918 0.206 0.323
11 H -0.684 2.694 -0.277
12 H 0.832 2.676 0.692
13 H -0.769 2.357 1.261
14 H 1.387 -1.616 -1.452
15 H 2.052 -0.867 -2.559
16 O 1.284 -0.804 -1.983
17 H -2.675 -1.168 1.349
18 H -3.585 0.086 1.208
19 O -2.671 -0.209 1.365
20 H -0.368 0.104 -2.799
21 H -0.892 1.600 -2.816
22 O -0.782 0.796 -2.289

Calculated values
total charge = +1



*two*
A 3-piece molecular cluster, C3H14NO4 overall, computed with ωB97M-V/def2-TZVPD.

Atoms and positions in Å:
1 C 0.762 -1.239 0.799
2 O 1.078 -0.383 1.870
3 C -0.139 -0.489 -0.172
4 C -0.578 -1.325 -1.397
5 O -1.980 -1.540 -1.278
6 N -1.345 -0.057 0.626
7 H 0.263 -2.097 1.241
8 H 1.696 -1.536 0.322
9 H 1.800 0.234 1.724
10 H 0.418 0.439 -0.314
11 H -0.397 -0.768 -2.318
12 H 0.031 -2.232 -1.396
13 H -2.220 -2.345 -1.742
14 H -0.982 0.234 1.534
15 H -1.822 0.724 0.156
16 H -1.967 -0.859 0.649
17 H -1.524 3.360 0.668
18 H -1.194 2.981 -0.812
19 O -1.440 2.625 0.053
20 H 3.518 1.509 0.627
21 H 3.222 1.443 -0.849
22 O 2.800 1.320 0.010

Calculated values
total charge = +1



On energetic grounds, *two* is preferred over the next structure by 10.0 kcal/mol.